# 1
{"formula": "C33H35CdMg2N11O12", "method": "the ωB97M-V functional and the def2-TZVPD basis", "species": ["Mg", "Mg", "Cd", "N", "O", "O", "O", "N", "O", "O", "O", "N", "O", "O", "O", "N", "O", "O", "O", "N", "C", "C", "C", "C", "H", "H", "H", "H", "H", "N", "C", "C", "C", "C", "H", "H", "H", "H", "H", "N", "C", "C", "C", "C", "C", "H", "H", "H", "H", "H", "N", "C", "C", "C", "C", "C", "H", "H", "H", "H", "H", "N", "C", "C", "C", "C", "C", "H", "H", "H", "H", "H", "N", "C", "C", "C", "C", "C", "H", "H", "H", "H", "H", "N", "C", "C", "C", "C", "C", "H", "H", "H", "H", "H"], "coordinates": [[0.190, -0.343, -1.342], [-3.111, -1.878, -4.425], [-2.618, -2.571, 1.953], [-1.960, -2.598, -1.391], [-2.458, -2.709, -2.473], [-2.583, -2.731, -0.334], [-0.839, -2.132, -1.340], [-1.178, 0.229, 1.329], [-1.739, -0.710, 1.834], [-1.697, 1.316, 1.325], [-0.120, 0.055, 0.686], [-2.899, 0.578, -2.478], [-1.774, 0.516, -1.905], [-3.821, 1.213, -2.034], [-3.057, -0.098, -3.475], [-0.158, -0.817, -4.684], [-1.117, -1.544, -4.899], [0.302, -0.704, -3.540], [0.232, -0.131, -5.581], [-2.805, 4.848, -4.685], [-2.183, 4.016, -3.860], [-1.629, 3.005, -4.625], [-1.929, 3.285, -5.938], [-2.736, 4.441, -5.977], [-3.116, 5.761, -4.385], [-2.228, 4.243, -2.806], [-0.993, 2.222, -4.240], [-1.632, 2.735, -6.818], [-3.205, 4.943, -6.810], [0.648, -0.288, 5.608], [1.977, -0.564, 5.292], [2.201, -0.117, 4.024], [1.013, 0.684, 3.681], [0.064, 0.457, 4.613], [0.121, -0.625, 6.401], [2.591, -1.198, 5.914], [3.102, -0.176, 3.431], [0.885, 1.218, 2.750], [-0.919, 0.825, 4.865], [3.066, 1.922, 0.952], [2.730, 3.073, 1.530], [3.600, 3.752, 2.418], [4.842, 3.225, 2.673], [5.238, 2.022, 1.997], [4.306, 1.409, 1.171], [1.748, 3.476, 1.332], [3.286, 4.727, 2.762], [5.456, 3.759, 3.383], [6.241, 1.666, 2.180], [4.485, 0.474, 0.661], [1.865, -1.502, -1.023], [2.342, -2.478, -1.875], [3.459, -3.257, -1.547], [4.039, -3.174, -0.270], [3.523, -2.281, 0.675], [2.497, -1.454, 0.237], [1.946, -2.573, -2.876], [4.015, -3.962, -2.146], [4.823, -3.822, 0.091], [4.002, -2.206, 1.640], [2.166, -0.618, 0.835], [-0.707, -3.518, 2.190], [0.210, -3.011, 3.089], [1.454, -3.614, 3.316], [1.752, -4.800, 2.698], [0.846, -5.364, 1.801], [-0.354, -4.686, 1.547], [0.025, -2.029, 3.500], [2.141, -3.088, 3.962], [2.643, -5.339, 2.983], [0.988, -6.329, 1.338], [-0.942, -5.228, 0.821], [-4.533, -1.809, 1.663], [-4.799, -0.870, 0.722], [-5.974, -0.131, 0.684], [-7.035, -0.456, 1.520], [-6.868, -1.512, 2.417], [-5.579, -2.137, 2.481], [-3.995, -0.580, 0.061], [-6.137, 0.603, -0.091], [-7.965, 0.093, 1.489], [-7.691, -1.737, 3.080], [-5.476, -2.959, 3.174], [1.066, 1.402, -1.670], [0.643, 2.632, -1.238], [1.140, 3.868, -1.505], [2.293, 3.921, -2.367], [2.830, 2.723, -2.794], [2.165, 1.565, -2.505], [-0.307, 2.532, -0.735], [0.685, 4.729, -1.038], [2.750, 4.881, -2.554], [3.661, 2.709, -3.484], [2.575, 0.706, -3.014]], "mulliken_charge": [1.253, 1.336, 1.397, 0.527, -0.573, -0.649, -0.397, 0.524, -0.421, -0.589, -0.370, 0.498, -0.406, -0.543, -0.514, 0.767, -0.769, -0.581, -0.553, 0.007, -1.010, 0.591, -1.102, -0.512, 0.231, 0.452, 0.462, 0.450, 0.396, 0.139, -0.993, -0.198, 0.913, -1.582, 0.213, 0.437, 0.487, 0.118, 0.472, 0.306, -0.056, -0.888, -0.367, -0.887, -0.423, 0.421, 0.451, 0.425, 0.450, 0.581, 0.727, -0.235, -1.223, -0.463, -0.497, -0.454, 0.476, 0.437, 0.495, 0.527, 0.403, -0.170, 0.352, -0.599, -0.240, -0.688, -0.122, 0.055, 0.465, 0.459, 0.458, 0.413, 0.161, 0.056, -0.904, -0.176, -0.571, -0.085, 0.280, 0.464, 0.447, 0.401, 0.361, 2.457, -0.666, -0.712, -0.524, -1.282, -0.313, 0.264, 0.518, 0.511, 0.498, 0.323], "lumo_energy_ev": -7.359, "homo_ev": -11.16, "orbital_gap_ev": 3.80, "total_charge": 2, "e_tot_ha": -3350.81754}


# 2
{"formula": "C3H8N4O", "method": "the ωB97M-V functional and the def2-TZVPD basis", "species": ["C", "C", "C", "N", "N", "O", "N", "N", "H", "H", "H", "H", "H", "H", "H", "H"], "coordinates": [[-0.853, -1.518, 0.354], [0.924, 0.462, -0.318], [-0.473, -0.104, 0.054], [1.958, -0.502, -0.513], [1.445, 1.619, 0.339], [-2.609, 0.591, 0.265], [-1.286, 0.982, 0.220], [-0.111, 0.482, -1.277], [-3.095, 1.428, 0.274], [0.735, 2.337, 0.413], [1.757, -1.148, -1.264], [2.220, -0.984, 0.338], [2.245, 1.974, -0.172], [-1.107, -1.621, 1.411], [-0.030, -2.189, 0.116], [-1.720, -1.809, -0.239]], "mulliken_charge": [-1.265, 0.687, 0.794, -0.596, -0.563, -0.366, -0.351, -0.768, 0.368, 0.252, 0.300, 0.248, 0.282, 0.321, 0.334, 0.324], "lumo_energy_ev": 0.162, "e_above_lowest_kj_mol": 540.40, "homo_ev": -8.74, "orbital_gap_ev": 8.90, "total_charge": 0, "e_tot_ha": -413.21022}


# 3
{"formula": "C47H42MnO5P3", "method": "the ωB97M-V functional and the def2-TZVPD basis", "species": ["Mn", "O", "C", "C", "C", "C", "C", "C", "P", "C", "C", "C", "C", "C", "C", "C", "C", "C", "C", "C", "C", "C", "C", "C", "C", "C", "C", "P", "C", "C", "C", "C", "C", "C", "C", "C", "C", "C", "C", "C", "H", "H", "H", "H", "H", "H", "H", "H", "H", "H", "H", "H", "H", "H", "H", "H", "H", "H", "H", "H", "H", "H", "H", "H", "H", "H", "H", "H", "C", "P", "C", "C", "H", "H", "H", "H", "H", "H", "H", "H", "H", "O", "C", "O", "C", "C", "C", "C", "O", "C", "O", "C", "C", "H", "H", "H", "H", "H"], "coordinates": [[-0.365, 0.270, -0.374], [-2.323, -1.207, 1.669], [-1.626, -1.723, 2.755], [-1.970, -2.885, 3.425], [-1.250, -3.250, 4.554], [-0.208, -2.464, 5.024], [0.158, -1.332, 4.316], [-0.520, -0.967, 3.153], [0.003, 0.446, 2.149], [-0.805, 1.873, 2.927], [-2.190, 1.960, 2.760], [-2.899, 3.002, 3.334], [-2.230, 3.970, 4.072], [-0.858, 3.879, 4.254], [-0.143, 2.830, 3.690], [1.800, 0.620, 2.290], [2.374, 1.832, 1.900], [3.751, 1.975, 1.859], [4.571, 0.903, 2.187], [4.009, -0.314, 2.539], [2.629, -0.461, 2.585], [-3.337, -1.916, 1.057], [-4.484, -2.287, 1.739], [-5.461, -3.012, 1.073], [-5.298, -3.363, -0.261], [-4.180, -2.932, -0.954], [-3.202, -2.173, -0.307], [-1.797, -1.478, -1.186], [-2.248, -1.113, -2.897], [-1.224, -1.063, -3.849], [-1.504, -0.694, -5.155], [-2.797, -0.341, -5.518], [-3.810, -0.350, -4.568], [-3.541, -0.734, -3.263], [-0.396, -2.626, -1.210], [-0.116, -3.492, -2.269], [1.006, -4.300, -2.219], [1.864, -4.247, -1.126], [1.591, -3.397, -0.066], [0.462, -2.590, -0.106], [-2.787, -3.505, 3.090], [-1.525, -4.155, 5.080], [0.321, -2.737, 5.926], [0.985, -0.726, 4.663], [-2.716, 1.191, 2.205], [-3.973, 3.058, 3.214], [-2.781, 4.788, 4.517], [-0.339, 4.621, 4.845], [0.923, 2.760, 3.859], [1.749, 2.672, 1.618], [4.183, 2.922, 1.565], [5.646, 1.016, 2.156], [4.644, -1.153, 2.788], [2.209, -1.416, 2.873], [-4.599, -2.023, 2.781], [-6.353, -3.313, 1.606], [-6.048, -3.957, -0.764], [-4.067, -3.186, -2.000], [-0.205, -1.316, -3.580], [-0.708, -0.677, -5.888], [-3.014, -0.056, -6.539], [-4.817, -0.069, -4.846], [-4.345, -0.740, -2.538], [-0.777, -3.544, -3.125], [1.213, -4.979, -3.036], [2.742, -4.879, -1.101], [2.246, -3.366, 0.794], [0.229, -1.977, 0.759], [-1.437, 2.521, -2.961], [-1.631, 2.153, -1.212], [-3.400, 1.929, -0.900], [-1.118, 3.611, -0.284], [-2.026, 3.413, -3.187], [-1.797, 1.691, -3.567], [-0.386, 2.718, -3.166], [-3.915, 2.880, -1.051], [-3.571, 1.598, 0.124], [-3.809, 1.195, -1.593], [-1.706, 4.460, -0.643], [-0.062, 3.791, -0.479], [-1.302, 3.476, 0.782], [1.566, 2.869, -1.790], [2.021, 1.788, -1.481], [1.249, 0.850, -0.926], [3.433, 1.393, -1.641], [3.879, 0.140, -1.240], [5.217, -0.226, -1.370], [6.065, 0.713, -1.909], [7.392, 0.605, -2.131], [7.811, 1.836, -2.741], [6.666, 2.688, -2.798], [5.620, 1.971, -2.310], [4.312, 2.345, -2.191], [3.177, -0.561, -0.807], [5.580, -1.197, -1.063], [8.167, 1.632, -3.749], [8.580, 2.297, -2.124], [3.956, 3.318, -2.498]], "mulliken_charge": [1.551, 0.712, 1.061, -1.265, -0.944, -1.094, -0.548, -0.039, 0.971, 0.827, -0.085, -0.702, -0.739, -0.746, -0.523, 1.289, -0.750, -0.875, -0.703, -1.091, -0.864, -0.754, -0.285, -0.682, -1.001, -0.524, 0.611, 2.316, 1.312, -1.159, -0.915, -0.727, -0.826, -1.012, 0.285, -0.613, -0.856, -0.791, -0.991, 0.247, 0.665, 0.455, 0.478, 0.670, 0.207, 0.485, 0.432, 0.465, 0.495, 0.564, 0.472, 0.461, 0.464, 0.573, 0.679, 0.475, 0.470, 0.579, 0.481, 0.471, 0.426, 0.469, 0.458, 0.578, 0.488, 0.476, 0.517, -0.352, -0.849, 0.952, -0.711, -0.902, 0.569, 0.070, 0.292, 0.617, 0.062, 0.067, 0.592, 0.230, 0.124, -0.772, -0.172, -0.466, 0.276, -0.368, -1.369, 1.036, -0.497, -0.256, -0.495, 0.856, -1.143, 0.538, 0.460, 0.272, 0.262, 0.551], "lumo_energy_ev": [-7.758, -5.737], "e_above_lowest_kj_mol": 133.09, "multiplicity": 5, "s_squared": 6.234, "homo_ev": [-12.13, -12.13], "orbital_gap_ev": [4.37, 6.40], "total_charge": 2, "e_tot_ha": -4367.02843}